13
Properties=species:S:1:pos:R:3:lowdin_charge:R:1 method="wB97M-V/def2-TZVPD" homo_lumo_gap_ev="7.004 / 8.518" largest_force_ev_per_a=5.18 spin_multiplicity=2 e_homo_ev="-12.66 / -14.18" charge=+1 lumo_ha="-0.2079 / -0.2080"
O -1.205 1.091 1.003 0.1754
C -2.172 0.442 0.772 -0.1852
C -2.983 -0.610 0.764 -0.0325
H -3.738 -0.662 -0.024 0.0709
H -3.111 -1.148 1.708 0.0832
C 1.100 -0.073 0.568 -0.2859
O 0.843 -1.105 -0.002 0.0143
Ag -1.247 -2.608 -0.193 0.8450
O 2.010 0.794 0.347 -0.0104
C 2.531 0.937 -1.006 0.0093
H 3.204 0.099 -1.211 0.1063
H 1.697 0.958 -1.715 0.1033
H 3.072 1.885 -1.011 0.1061